Density functional theory data (ωB97M-V/def2-TZVPD) for a single C5H11NO2 molecule.

```
19
Properties=species:S:1:pos:R:3:forces:R:3:nbo_charge:R:1
C 1.38522 1.69634 1.19786 0.66 1.03 -1.93 -0.429
N 0.25982 1.91522 0.26600 -0.20 -1.69 1.52 -0.623
C -0.68389 0.88188 0.22640 -0.56 1.88 -0.17 0.693
O -1.76016 1.09003 -0.30635 -0.03 -0.23 0.05 -0.617
C -0.37825 -0.48759 0.76649 0.42 -1.39 -0.31 -0.554
C 0.49293 -1.22660 -0.30869 -1.74 -1.49 -0.25 0.114
C 0.23187 -2.76239 -0.35569 1.07 -0.53 2.10 -0.636
O 0.12710 -0.77562 -1.59439 0.87 0.74 -0.75 -0.725
H 1.12982 1.50342 2.23566 -0.07 -0.10 0.00 0.191
H 2.05452 2.57364 1.10936 -0.40 -0.36 0.35 0.212
H 1.94046 0.90300 0.69125 0.20 -0.21 0.87 0.204
H -0.14002 2.83826 0.20013 -0.11 -0.08 -0.09 0.400
H -1.31798 -1.04790 0.86020 -0.06 0.43 -0.51 0.240
H 0.01022 -0.61194 1.77836 0.57 0.60 -0.12 0.233
H 1.56175 -1.05272 -0.21980 -0.03 0.24 0.14 0.181
H 0.06552 -3.26301 0.61925 -0.08 0.71 0.07 0.200
H -0.62089 -3.06422 -0.93288 -0.31 0.28 -0.63 0.217
H 1.12957 -3.30257 -0.65925 -0.08 0.20 -0.71 0.217
H -0.82398 -0.74491 -1.73284 -0.14 -0.06 0.37 0.480
```
Forces are in eV/Å.

Computed properties:
Max |F| in Eh/bohr: 0.0470
Energy above the lowest of the compared OMol25 structures with the same formula, charge and spin in kcal per mole: 27.37
SMILES: CNC(=O)C[C@@H](C)O
Net charge: 0
Molar mass in Da: 117.1
E_LUMO in eV: 0.874
HOMO energy in eV: -9.6
2S+1: 1

Density functional theory data (ωB97M-V/def2-TZVPD) for a molecular structure, C28H41F6IrN5O9P.

```
91
Properties=species:S:1:pos:R:3:forces:R:3:lowdin_charge:R:1
Ir 0.72835 -1.48875 1.47029 -1.14 -0.66 -2.32 1.525
N 2.86928 -0.88661 2.74491 1.02 0.33 0.28 -0.026
N 2.62380 -0.03374 3.80862 -0.03 -0.12 0.18 0.025
C 1.34662 0.34209 4.02821 -0.25 0.06 0.20 -0.376
N 1.02022 0.87549 5.19821 -0.14 0.00 0.06 0.229
N 0.50323 0.18510 3.00489 0.99 -0.30 -0.86 0.025
N -0.83115 0.23281 3.15594 0.40 0.22 0.74 -0.403
O -1.36843 0.88382 4.03258 -0.17 0.00 -0.16 0.087
O -1.42428 -0.43405 2.31527 0.25 -0.60 -0.27 0.017
H 2.99645 -1.84716 3.04554 -0.09 0.04 0.02 0.103
H 3.61740 -0.57255 2.14273 -0.01 0.10 0.08 0.106
H 3.21310 -0.11369 4.62638 -0.01 0.14 0.05 0.157
H 1.62584 0.78565 5.99591 0.05 -0.05 -0.04 0.130
H 0.04262 1.08897 5.34252 0.05 0.07 0.02 0.100
O 2.91451 -4.64997 -3.41344 0.02 -0.07 0.03 0.151
C 2.58932 -4.26247 -2.32581 0.04 -0.03 -0.08 -0.255
C 1.21069 -4.39971 -1.69126 -0.40 -0.12 0.13 -0.283
O 0.31591 -5.11264 -2.07927 -0.02 0.08 -0.03 0.124
C 1.22502 -3.44649 -0.57563 0.52 -0.17 -0.06 -0.324
C 2.45896 -2.85672 -0.44572 -0.22 -0.42 -0.57 -0.311
O 2.62366 -1.86202 0.36224 -1.09 1.00 2.10 -0.101
C 3.43923 -3.44328 -1.36498 0.21 0.09 0.35 -0.284
O 4.64281 -3.32825 -1.37506 -0.01 0.16 -0.13 0.115
O 0.25140 -3.09607 0.19785 -0.78 1.11 1.00 -0.141
C -1.40225 -3.49515 3.08828 0.12 0.18 -0.08 0.019
C -0.01724 -3.44129 3.73675 -0.01 -0.47 -0.07 -0.432
O 0.79263 -2.40198 3.33387 0.29 0.03 -0.89 -0.272
C 0.71439 -4.77926 3.46497 0.23 0.00 -0.04 -0.566
F 0.06084 -5.83939 3.96843 -0.08 0.00 0.09 0.159
F 1.95212 -4.79287 3.98410 0.05 0.03 0.03 0.151
F 0.85102 -4.97293 2.15183 -0.11 -0.02 -0.05 0.171
C -0.19723 -3.25662 5.26488 0.12 0.26 0.02 -0.555
F 0.91703 -3.48891 5.97037 0.07 0.00 0.01 0.159
F -0.53506 -1.96982 5.51888 -0.16 0.03 -0.03 0.126
F -1.16256 -4.02040 5.78183 -0.05 -0.10 -0.06 0.167
H -1.28191 -3.33543 2.01699 -0.04 -0.15 -0.01 0.072
H -2.03063 -2.70179 3.49098 -0.02 -0.02 0.00 0.090
H -1.88085 -4.45660 3.25953 -0.03 0.02 0.01 0.103
O 0.21541 -0.07914 -0.13175 0.33 -0.55 0.47 -0.440
P -0.10863 0.86739 -1.26236 0.50 -0.12 -0.13 0.880
C -1.85455 0.56427 -1.76451 0.12 0.02 0.11 -0.305
C -2.55298 1.62554 -2.62822 0.13 0.19 0.12 -0.183
C -3.25161 2.71582 -1.81304 -0.18 -0.24 0.00 -0.189
C -4.21380 2.10357 -0.79720 0.22 0.12 0.10 -0.192
C -3.43531 1.20606 0.15851 -0.11 -0.11 -0.19 -0.193
C -2.73825 0.08234 -0.60008 0.04 0.06 0.10 -0.175
C 0.41512 2.54392 -0.70476 -0.37 -0.15 0.06 -0.312
C -0.06223 2.80782 0.72879 0.17 0.05 0.03 -0.206
C 0.69637 3.99496 1.33024 -0.03 0.06 -0.14 -0.176
C 0.81848 5.16454 0.32676 -0.13 -0.05 0.03 -0.186
C -0.18647 5.01583 -0.81435 0.19 -0.04 0.05 -0.199
C 0.12991 3.75578 -1.62703 -0.05 0.04 0.08 -0.188
C 1.05927 0.48333 -2.63167 -0.03 -0.01 0.01 -0.318
C 1.11929 -1.02641 -2.92703 -0.29 -0.02 -0.04 -0.170
C 0.22968 -1.49637 -4.07865 0.23 0.10 -0.07 -0.176
C 0.44903 -0.65001 -5.32772 -0.24 0.04 0.12 -0.193
C 0.12206 0.80669 -5.01020 0.26 -0.15 -0.01 -0.194
C 1.05614 1.32898 -3.91627 -0.29 0.07 0.05 -0.169
H -1.67263 -0.31883 -2.38657 0.00 0.03 -0.04 0.102
H -3.31073 1.11760 -3.23218 0.04 -0.01 -0.04 0.127
H -1.84396 2.08079 -3.32232 -0.08 -0.04 -0.08 0.083
H -3.78869 3.37781 -2.49549 0.07 0.06 0.01 0.117
H -2.51938 3.32069 -1.27080 0.00 0.03 -0.04 0.085
H -4.97302 1.51153 -1.31838 -0.04 0.04 0.02 0.117
H -4.72540 2.89350 -0.24359 -0.07 -0.02 -0.03 0.111
H -4.09964 0.77125 0.90710 0.05 0.01 0.05 0.118
H -2.69166 1.80221 0.69217 -0.05 0.00 0.09 0.089
H -3.50063 -0.57967 -1.02212 0.02 0.00 -0.02 0.129
H -2.14046 -0.50651 0.09175 -0.04 -0.14 -0.12 0.076
H 1.49932 2.38864 -0.63953 0.00 -0.01 -0.02 0.128
H 0.10880 1.91443 1.32777 -0.07 0.04 0.00 0.075
H -1.13159 3.01889 0.73919 -0.01 -0.02 -0.03 0.095
H 1.69463 3.67014 1.63435 -0.02 -0.02 0.05 0.108
H 0.17591 4.32635 2.23100 0.03 -0.02 0.03 0.109
H 1.82450 5.18659 -0.10118 0.00 0.05 0.01 0.112
H 0.66478 6.11484 0.83874 0.09 0.02 -0.01 0.106
H -0.14432 5.88623 -1.47075 -0.06 0.00 0.00 0.115
H -1.19927 4.96845 -0.40562 -0.02 0.04 -0.05 0.106
H 1.01401 3.95929 -2.23351 -0.02 -0.04 -0.05 0.111
H -0.69131 3.55011 -2.31239 0.06 0.03 -0.06 0.081
H 1.98114 0.72149 -2.08491 0.01 0.00 -0.01 0.122
H 0.85147 -1.56547 -2.02237 0.10 -0.04 0.02 0.081
H 2.15486 -1.28647 -3.16560 0.02 0.03 0.04 0.134
H -0.82463 -1.43298 -3.79363 -0.02 -0.11 -0.05 0.103
H 0.44783 -2.54563 -4.28513 -0.07 -0.03 0.06 0.118
H -0.18523 -1.01423 -6.13787 0.07 0.01 -0.06 0.112
H 1.49146 -0.72857 -5.65246 -0.02 -0.04 -0.04 0.120
H -0.92388 0.86972 -4.69892 0.01 0.04 -0.04 0.091
H 0.24185 1.42880 -5.89962 -0.07 0.04 0.01 0.113
H 0.82128 2.36955 -3.68919 0.10 0.02 -0.06 0.083
H 2.07280 1.30718 -4.32008 0.01 0.06 0.04 0.124
```
Forces are in eV/Å.

Computed properties:
Max |F| in Eh/bohr: 0.0519
Energy above the lowest of the compared OMol25 structures with the same formula, charge and spin in kcal per mole: 67.08
Net charge: 0
Molar mass in Da: 928.8
E_LUMO (spin up / spin down) in eV: -1.188 / -1.215
HOMO energy (spin up / spin down) in eV: -7.5 / -7.5
2S+1: 1

The highest energy above the lowest of the compared OMol25 structures with the same formula, charge and spin belongs to which entry?
C28H41F6IrN5O9P